The following is a DFT calculation (ωB97M-V/def2-TZVPD) of C3H4LaO2 as an isolated structure.

Total charge: +1
HOMO level (alpha / beta) (hartree): -0.36591 / -0.36373

Cartesian coordinates (Å):
1 H -1.605 0.254 -0.010
2 O 0.136 0.914 0.877
3 O 1.090 -0.127 -0.694
4 C -0.723 -0.289 0.731
5 C 0.257 -1.157 -0.046
6 C 0.859 1.054 -0.197
7 H -0.866 -0.661 1.752
8 H 0.902 -1.793 0.568
9 H -0.191 -1.780 -0.826
10 La 0.143 3.586 -2.156

Cartesian forces (eV/Å) of the 6 atoms listed first:
1.814 -2.501 2.605
-0.788 0.978 0.292
-0.343 -0.117 -1.088
-0.220 1.738 -1.889
-0.262 -0.233 -0.169
0.338 -0.219 0.089

The following is a DFT calculation (ωB97M-V/def2-TZVPD) of a 2-piece molecular cluster, C5H11O2 overall.

Multiplicity: 2
⟨S²⟩: 0.755
HOMO level (alpha / beta) (hartree): -0.39350 / -0.38922

Cartesian coordinates (Å):
1 C 1.816 0.493 0.735
2 C 2.473 0.960 2.058
3 O 2.132 0.404 3.089
4 O 3.015 2.066 1.865
5 H 0.948 -0.260 1.028
6 H 2.678 -0.064 0.262
7 H 1.593 1.247 -0.003
8 C -1.012 -0.421 -1.397
9 C -0.903 -1.587 -0.360
10 C -1.996 0.694 -0.980
11 H 0.051 -0.024 -1.396
12 H -1.220 -0.766 -2.407
13 H -1.844 -2.072 -0.349
14 H -0.720 -1.285 0.701
15 H -2.180 1.638 -1.435
16 H -3.015 0.083 -0.964
17 H -0.011 -2.112 -0.493
18 H -1.805 1.006 0.043

Cartesian forces (eV/Å) of the 6 atoms listed first:
0.601 -2.684 -0.592
-3.558 -0.995 1.673
1.197 -0.015 -0.373
1.430 1.336 -0.540
1.948 1.994 -0.643
-1.030 0.101 0.309

The following is a DFT calculation (ωB97M-V/def2-TZVPD) of one molecule with the formula C7H10O.

Structure (SMILES): C=C1C[C@]2(C)C[C@H]2O1
HOMO level (hartree): -0.31526

Cartesian coordinates (Å):
1 C -0.897 1.139 -0.830
2 C -0.898 0.250 0.419
3 C -1.989 -0.799 0.101
4 C -0.590 -1.206 0.037
5 C 1.333 -0.268 0.031
6 C 2.621 -0.179 -0.201
7 C 0.438 0.463 1.102
8 H -1.863 1.651 -1.079
9 H -0.123 1.865 -0.748
10 H -0.620 0.534 -1.694
11 H -2.671 -1.199 0.900
12 H -2.523 -0.471 -0.812
13 H -0.364 -1.884 0.856
14 H 3.266 0.500 0.330
15 H 3.109 -0.783 -0.934
16 H 0.463 -0.056 2.104
17 H 0.734 1.548 1.178
18 O 0.574 -1.106 -0.760

Cartesian forces (eV/Å) of the 6 atoms listed first:
-0.688 -0.186 -0.738
-0.515 0.093 -0.842
-1.784 0.596 0.244
0.069 -0.483 0.217
0.333 0.447 0.464
0.784 0.414 0.291

The following is a DFT calculation (ωB97M-V/def2-TZVPD) of one molecule with the formula C19H28N4O4.

Structure (SMILES): CCCCn1c(N)c(N(CC(C)C)C(=O)c2cc(C)oc2C)c(=O)[nH]c1=O
HOMO level (hartree): -0.30508

Cartesian coordinates (Å):
1 C -5.535 -0.219 -1.792
2 C -4.396 -0.834 -0.990
3 C -3.229 -1.232 -1.892
4 C -2.126 -1.967 -1.122
5 N -1.559 -1.169 -0.045
6 C -0.610 -0.206 -0.282
7 C -0.057 0.515 0.752
8 C -0.499 0.319 2.107
9 O -0.125 0.913 3.096
10 N -1.473 -0.678 2.223
11 C -1.999 -1.463 1.240
12 O -2.794 -2.346 1.466
13 H -1.796 -0.876 3.163
14 N 0.945 1.481 0.491
15 C 2.167 1.157 -0.018
16 O 2.955 2.007 -0.398
17 C 2.458 -0.288 -0.114
18 C 3.093 -0.906 -1.159
19 O 3.223 -2.224 -0.905
20 C 2.703 -2.463 0.325
21 C 2.215 -1.310 0.854
22 H 1.777 -1.185 1.822
23 C 2.747 -3.851 0.854
24 H 3.778 -4.187 0.953
25 H 2.267 -3.884 1.827
26 H 2.235 -4.534 0.178
27 C 3.586 -0.365 -2.451
28 H 3.651 0.716 -2.377
29 H 2.919 -0.638 -3.269
30 H 4.572 -0.771 -2.670
31 C 0.634 2.862 0.820
32 H 0.277 2.890 1.852
33 H 1.567 3.423 0.745
34 C -0.419 3.462 -0.122
35 C -1.010 4.725 0.499
36 H -1.493 4.497 1.445
37 H -1.747 5.168 -0.168
38 H -0.226 5.456 0.680
39 C 0.190 3.775 -1.487
40 H 0.740 2.923 -1.880
41 H 0.891 4.602 -1.398
42 H -0.581 4.052 -2.203
43 H -1.225 2.727 -0.246
44 N -0.171 -0.039 -1.560
45 H -0.754 -0.327 -2.325
46 H 0.409 0.770 -1.716
47 H -2.562 -2.845 -0.640
48 H -1.323 -2.296 -1.786
49 H -3.589 -1.903 -2.675
50 H -2.840 -0.334 -2.380
51 H -4.753 -1.715 -0.455
52 H -4.050 -0.116 -0.243
53 H -6.353 0.063 -1.133
54 H -5.915 -0.928 -2.524
55 H -5.199 0.672 -2.319

Cartesian forces (eV/Å) of the 6 atoms listed first:
0.142 -0.048 0.194
-0.016 0.022 -0.284
0.000 -0.098 0.386
-0.278 -0.200 -0.374
0.104 -0.069 -0.134
0.269 0.438 0.317

The following is a DFT calculation (ωB97M-V/def2-TZVPD) of C16H26AgO14S2 as an isolated structure.

Multiplicity: 2
⟨S²⟩: 0.751
HOMO level (alpha / beta) (hartree): -0.09964 / -0.30182

Cartesian coordinates (Å):
1 Ag -0.225 -0.593 -0.642
2 O -0.883 1.193 -2.324
3 C -0.418 2.301 -2.496
4 O 0.414 2.843 -1.684
5 C 1.070 3.967 -2.370
6 C -0.077 4.404 -3.305
7 C -0.728 3.124 -3.719
8 H 2.013 3.684 -2.838
9 H 1.399 4.603 -1.548
10 H 0.429 5.026 -4.044
11 H -0.698 5.098 -2.738
12 H -0.403 2.566 -4.597
13 H -1.795 3.344 -3.759
14 O 0.206 -3.110 -0.180
15 C -0.197 -4.213 -0.359
16 O 0.135 -4.863 -1.440
17 C -0.155 -6.248 -1.153
18 C -1.359 -6.264 -0.204
19 C -1.073 -5.075 0.625
20 H 0.666 -6.789 -0.683
21 H -0.196 -6.700 -2.144
22 H -1.545 -7.178 0.360
23 H -2.288 -6.126 -0.757
24 H -0.483 -5.373 1.491
25 H -2.020 -4.807 1.093
26 O -1.077 -0.868 1.724
27 C -0.475 -0.997 2.814
28 O -0.192 -0.024 3.667
29 C 0.542 -0.352 4.775
30 C 1.003 -1.703 4.386
31 C 0.177 -2.261 3.328
32 H -0.067 -0.169 5.660
33 H 1.486 0.141 5.009
34 H 0.966 -2.211 5.350
35 H 2.030 -1.697 4.022
36 H -0.625 -2.880 3.730
37 H 0.794 -2.722 2.557
38 C -2.822 5.076 0.669
39 C -3.683 4.452 1.723
40 O -3.627 3.092 1.426
41 S -2.099 2.696 0.845
42 O -2.212 1.415 0.117
43 O -1.128 2.756 1.926
44 O -2.120 4.101 -0.045
45 H -2.025 5.694 1.083
46 H -3.252 5.740 -0.081
47 H -4.733 4.728 1.626
48 H -3.505 4.646 2.781
49 C 3.625 0.248 -2.671
50 C 2.824 -1.062 -2.607
51 O 2.611 -1.330 -1.267
52 S 3.030 -0.107 -0.224
53 O 4.172 -0.482 0.575
54 O 1.840 0.400 0.519
55 O 3.424 0.915 -1.440
56 H 3.445 0.741 -3.627
57 H 4.668 -0.067 -2.675
58 H 3.343 -1.850 -3.153
59 H 1.872 -0.873 -3.103

Cartesian forces (eV/Å) of the 6 atoms listed first:
-0.409 -0.102 -0.394
0.028 0.778 -0.130
-2.439 -3.290 -1.426
2.525 1.213 0.977
-0.906 -0.309 1.228
2.876 2.034 -0.119

The following is a DFT calculation (ωB97M-V/def2-TZVPD) of one molecule with the formula C5H7N.

Structure (SMILES): C1=C[C@H]2N[C@H]2C1
HOMO level (hartree): -0.30965

Cartesian coordinates (Å):
1 C 0.504 -1.130 0.109
2 C 1.283 0.028 -0.490
3 C 0.552 1.150 -0.588
4 C -0.365 1.039 0.521
5 N -1.561 0.157 -0.537
6 C -0.746 -0.371 0.529
7 H 0.968 -1.622 0.968
8 H 0.305 -1.880 -0.672
9 H 2.307 -0.030 -0.812
10 H 0.691 2.035 -1.201
11 H -0.214 1.738 1.368
12 H -2.441 -0.377 -0.602
13 H -1.285 -0.738 1.407

Cartesian forces (eV/Å) of the 6 atoms listed first:
0.354 0.056 0.079
0.448 -0.121 -0.602
1.262 0.074 0.771
-1.781 0.271 -0.670
0.149 -0.342 -0.073
0.401 -0.469 0.329

The following is a DFT calculation (ωB97M-V/def2-TZVPD) of one molecule with the formula C6H7N.

Structure (SMILES): C#C[C@@H](C)CC#N
HOMO level (hartree): -0.37403

Cartesian coordinates (Å):
1 C 0.064 1.818 0.236
2 C -0.232 0.342 0.531
3 C -0.932 -0.329 -0.709
4 C -0.521 -1.720 -0.947
5 N -0.165 -2.802 -1.147
6 C 0.960 -0.460 0.839
7 C 1.740 -1.377 0.840
8 H 0.800 1.913 -0.571
9 H -0.851 2.342 -0.065
10 H 0.468 2.320 1.121
11 H -0.924 0.290 1.383
12 H -2.022 -0.302 -0.589
13 H -0.684 0.238 -1.617
14 H 2.299 -2.273 0.696

Cartesian forces (eV/Å) of the 6 atoms listed first:
0.019 0.052 -0.004
0.014 -0.025 -0.002
-0.034 0.030 -0.064
0.070 -0.769 -0.204
-0.488 0.950 0.086
0.247 -0.453 -0.035